Entry 1:
{
  "formula": "C6H13NO2",
  "method": "wB97M-V/def2-TZVPD",
  "e_homo_ev": -7.06,
  "de_lowest_ev": 9.0380,
  "e_tot_ha": -441.3479,
  "multiplicity": 1,
  "orbital_gap_ev": 7.633,
  "species": ["C", "N", "C", "C", "O", "O", "H", "H", "H", "H", "H", "H", "H", "C", "C", "C", "H", "H", "H", "H", "H", "H"],
  "coordinates": [[-2.1826, -0.1770, 0.2198], [0.1985, 0.7567, -0.1477], [-0.9531, -0.2182, -0.6523], [-1.0836, -0.1239, -2.0482], [-0.2939, 1.6564, 0.8483], [0.7091, 1.4803, -1.1835], [-0.0441, 1.2351, -1.9952], [0.3861, 2.3484, 0.8810], [-1.9494, -0.3118, 1.2725], [-2.7050, 0.7753, 0.1163], [-2.8537, -0.9703, -0.1068], [-0.2355, -0.4100, -2.6626], [-2.0181, -0.4869, -2.4600], [0.9906, -0.5598, 1.9061], [1.1337, -0.3614, 0.4129], [2.3606, -0.4356, -0.1879], [0.0143, -1.1425, -0.1172], [1.3538, 0.3061, 2.4573], [-0.0395, -0.7509, 2.2032], [1.5873, -1.4261, 2.1847], [3.1217, -1.0469, 0.2729], [2.5028, -0.1370, -1.2137]],
  "atomic_forces_ev_per_a": [[0.032, -0.025, -0.015], [0.209, 0.387, -0.010], [1.209, -1.310, 0.749], [0.348, 0.130, -0.311], [0.436, -0.428, -0.404], [-0.685, -0.425, -0.524], [0.240, -0.061, 1.525], [-0.019, -0.039, -0.117], [-0.052, -0.051, 0.014], [0.068, -0.014, -0.073], [0.046, -0.027, 0.062], [0.134, -0.344, 0.002], [-0.087, 0.330, 0.027], [-0.336, -0.253, -0.172], [1.624, 2.334, 0.186], [-1.082, -0.436, 0.055], [-2.200, 0.087, -0.999], [-0.010, 0.003, -0.068], [0.043, 0.005, 0.009], [0.026, -0.012, -0.016], [-0.015, -0.105, 0.030], [0.069, 0.252, 0.049]]
}

Entry 2:
{
  "formula": "C24H26N2O4S",
  "method": "wB97M-V/def2-TZVPD",
  "e_homo_ev": -7.82,
  "de_lowest_ev": 0.2103,
  "e_tot_ha": -1738.8462,
  "multiplicity": 1,
  "smiles": "CCOc1ccc(CC(=O)Nc2sc(Cc3ccccc3)cc2C(N)=O)cc1OCC",
  "orbital_gap_ev": 8.517,
  "species": ["C", "C", "O", "C", "C", "C", "C", "C", "C", "O", "N", "C", "S", "C", "C", "C", "C", "C", "C", "C", "C", "C", "C", "C", "N", "O", "C", "C", "O", "C", "C", "H", "H", "H", "H", "H", "H", "H", "H", "H", "H", "H", "H", "H", "H", "H", "H", "H", "H", "H", "H", "H", "H", "H", "H", "H", "H"],
  "coordinates": [[4.9660, -1.8629, -4.4527], [4.7165, -2.3496, -3.0280], [3.4106, -2.8522, -2.8396], [2.3401, -1.9909, -2.8129], [2.4617, -0.6113, -2.7042], [1.3551, 0.2151, -2.6241], [0.0792, -0.3242, -2.6519], [-1.1441, 0.5427, -2.5167], [-1.5555, 0.5979, -1.0590], [-2.6129, 0.1929, -0.6191], [-0.6175, 1.1474, -0.2446], [-0.8117, 1.2552, 1.1031], [-2.2576, 0.7026, 1.8484], [-1.6528, 1.2031, 3.4093], [-2.5041, 1.0480, 4.6275], [-3.4503, 2.2196, 4.7330], [-3.2038, 3.2570, 5.6203], [-4.0599, 4.3428, 5.6874], [-5.1690, 4.4039, 4.8621], [-5.4181, 3.3746, 3.9695], [-4.5635, 2.2895, 3.9052], [-0.4214, 1.7621, 3.3234], [0.0908, 1.8006, 1.9948], [1.3750, 2.3188, 1.5257], [2.1988, 2.8369, 2.4650], [1.7094, 2.2957, 0.3432], [-0.0530, -1.6980, -2.7683], [1.0460, -2.5463, -2.8598], [0.7232, -3.8642, -2.9564], [1.6595, -4.8285, -3.4049], [0.8864, -6.1135, -3.6636], [4.7862, -2.6720, -5.1565], [5.9963, -1.5323, -4.5513], [4.3038, -1.0372, -4.7015], [4.9419, -1.5610, -2.2997], [5.3607, -3.2067, -2.8110], [3.4377, -0.1560, -2.6624], [1.5055, 1.2810, -2.5411], [-0.9309, 1.5568, -2.8592], [-1.9766, 0.1337, -3.0888], [0.3010, 1.4834, -0.5547], [-3.0764, 0.1213, 4.5527], [-1.8683, 1.0004, 5.5137], [-2.3388, 3.2143, 6.2676], [-3.8597, 5.1428, 6.3855], [-5.8371, 5.2509, 4.9140], [-6.2816, 3.4172, 3.3220], [-4.7558, 1.4892, 3.2052], [0.1064, 2.1302, 4.1862], [1.9452, 2.8815, 3.4338], [3.0856, 3.2088, 2.1708], [-1.0303, -2.1544, -2.7906], [2.1440, -4.4852, -4.3266], [2.4311, -4.9951, -2.6453], [0.3944, -6.4381, -2.7510], [1.5652, -6.8918, -4.0005], [0.1277, -5.9465, -4.4235]],
  "atomic_forces_ev_per_a": [[-0.217, -0.126, 0.334], [0.370, 0.156, -0.183], [-0.492, 0.046, 0.083], [0.020, -0.170, -0.029], [0.125, -0.077, 0.045], [-0.090, -0.096, -0.082], [0.164, 0.010, -0.203], [-0.082, -0.168, 0.092], [0.088, 0.155, -0.413], [-0.196, -0.145, -0.259], [0.297, 0.150, -0.058], [0.026, 0.100, 0.289], [0.316, 0.187, 0.734], [0.305, -0.133, -0.257], [-0.113, 0.181, -0.124], [-0.080, -0.077, 0.176], [-0.013, -0.064, -0.007], [0.000, 0.102, 0.034], [-0.044, 0.101, 0.022], [-0.069, -0.006, -0.071], [-0.001, 0.024, 0.090], [-0.240, -0.182, 0.012], [-0.353, -0.204, -0.442], [-0.046, 0.016, 0.188], [0.229, 0.127, 0.177], [0.152, 0.020, -0.285], [0.224, -0.041, -0.007], [-0.045, 0.165, -0.019], [-0.059, 0.176, 0.189], [0.264, -0.607, -0.205], [0.088, 0.470, 0.097], [0.006, -0.055, -0.078], [0.114, 0.055, -0.038], [0.004, 0.075, -0.069], [-0.018, -0.115, -0.015], [-0.040, 0.175, 0.034], [0.129, -0.014, -0.018], [0.006, 0.148, 0.009], [-0.035, -0.001, -0.032], [0.006, 0.099, 0.073], [-0.263, -0.126, 0.024], [0.033, -0.047, 0.151], [-0.040, -0.080, -0.037], [0.088, -0.023, 0.064], [0.010, 0.060, 0.052], [-0.052, 0.059, 0.003], [-0.072, 0.004, -0.053], [-0.069, -0.077, -0.072], [0.061, 0.058, 0.219], [0.009, 0.000, -0.036], [-0.058, -0.026, -0.009], [-0.141, -0.088, -0.020], [-0.024, -0.003, 0.143], [-0.120, 0.063, -0.176], [-0.050, -0.092, 0.084], [0.063, -0.102, -0.032], [-0.076, -0.036, -0.091]]
}